Arrangement a

Below is a 2-piece molecular cluster, H5N2OPS overall, with properties calculated with ωB97M-V/def2-TZVPD.

Calculated values
highest occupied orbital energy (spin up / spin down) = -9.5 / -9.5 eV
molecular weight = 112.094 Da
LUMO (spin up / spin down) = -0.4650 / -0.4651 eV
Kohn-Sham gap (spin up / spin down) = 8.987 / 8.988 eV

Element x y z (Å)
N -0.660 -0.221 1.469
N -0.826 0.895 -0.976
O 0.757 -1.688 -0.735
P 0.241 0.489 0.259
S 1.747 1.629 0.786
H -0.452 0.233 2.341
H -0.570 -1.230 1.455
H -0.386 1.276 -1.791
H -1.291 0.089 -1.338
H 1.440 -1.473 -1.470

Arrangement b

Below is a 2-piece molecular cluster, H5N2OPS overall, with properties calculated with ωB97M-V/def2-TZVPD.

Calculated values
highest occupied orbital energy = -9.5 eV
molecular weight = 112.094 Da
LUMO = 0.0097 eV
SMILES = NP(=O)=S.N
Kohn-Sham gap = 9.523 eV

Element x y z (Å)
N 1.778 -0.048 -1.163
N -1.327 0.375 0.685
O 1.665 -2.009 0.761
P 1.204 -1.488 -0.510
S 0.264 -2.423 -1.951
H 1.429 -0.159 -2.089
H 2.666 0.464 -1.102
H -2.285 0.131 0.653
H -1.156 1.212 -0.095
H -1.268 0.742 1.613

Verdict on stability: arrangement a comes out at the bottom.

Arrangement a

Below is a 2-piece molecular cluster, C9H14S overall, with properties calculated with ωB97M-V/def2-TZVPD.

Calculated values
highest occupied orbital energy = -8.4 eV
molecular weight = 154.278 Da
LUMO = 0.9947 eV
SMILES = Cc1ccccc1.CSC
Kohn-Sham gap = 9.347 eV

Element x y z (Å)
C -0.839 1.165 0.249
C -1.217 3.520 1.574
S -0.422 2.868 0.056
H -1.886 1.098 0.552
H -0.911 0.585 -0.683
H -0.298 0.445 0.885
H -1.989 2.882 2.019
H -1.723 4.437 1.286
H -0.489 3.664 2.390
C 1.615 -0.198 -2.115
C 1.013 -1.068 -1.071
C 1.615 -1.210 0.195
C -0.242 -1.641 -1.325
C 0.972 -1.924 1.179
C -0.903 -2.278 -0.304
C -0.340 -2.424 0.955
H 2.184 -0.875 -2.757
H 2.273 0.603 -1.706
H 2.644 -0.884 0.251
H -0.631 -1.535 -2.338
H 1.405 -2.045 2.154
H -1.910 -2.685 -0.499
H -0.865 -2.976 1.705
H 0.947 0.479 -2.650

Arrangement b

Below is a 2-piece molecular cluster, C9H14S overall, with properties calculated with ωB97M-V/def2-TZVPD.

Calculated values
highest occupied orbital energy = -8.3 eV
molecular weight = 154.278 Da
LUMO = 0.9352 eV
SMILES = Cc1ccccc1.CSC
Kohn-Sham gap = 9.262 eV

Element x y z (Å)
C -1.781 0.736 1.344
C -0.847 0.813 -2.382
C 0.252 1.680 -2.336
C -1.490 0.461 -1.204
C -1.101 1.031 0.018
C 0.596 2.301 -1.156
C -0.062 1.933 0.029
H -1.299 0.450 -3.295
H 0.808 1.849 -3.250
H -2.463 -0.002 -1.308
H 1.361 3.064 -1.107
H -2.435 1.531 1.680
H -0.943 0.691 2.039
H 0.287 2.364 0.959
H -2.427 -0.142 1.320
C 2.491 -1.513 1.475
C 0.036 -2.637 0.499
S 0.994 -2.281 2.039
H 3.071 -2.136 0.783
H 2.244 -0.611 0.917
H 3.099 -1.477 2.374
H -0.882 -2.061 0.410
H -0.141 -3.706 0.516
H 0.629 -2.338 -0.365

Verdict on stability: arrangement a comes out at the bottom.

Arrangement a

Below is one molecule with the formula C5H4O, with properties calculated with ωB97M-V/def2-TZVPD.

Calculated values
highest occupied orbital energy = -9.7 eV
molecular weight = 80.086 Da
LUMO = -0.1911 eV
SMILES = C#CC(=C)C=O
Kohn-Sham gap = 9.528 eV

Element x y z (Å)
C -0.268 1.944 0.036
C -0.130 0.611 -0.025
C -1.310 -0.370 -0.095
C 1.140 -0.075 -0.049
C 2.201 -0.685 0.004
H -1.259 2.286 0.026
H 0.547 2.636 0.210
H -2.302 0.162 -0.181
H 3.170 -1.110 -0.009
O -1.243 -1.567 0.090

Arrangement b

Below is one molecule with the formula C5H4O, with properties calculated with ωB97M-V/def2-TZVPD.

Calculated values
highest occupied orbital energy = -10.0 eV
molecular weight = 80.086 Da
LUMO = 0.1517 eV
SMILES = C#CC(O)C#C
Kohn-Sham gap = 10.181 eV

Element x y z (Å)
O -0.204 -1.810 0.099
C -0.041 -0.425 -0.076
C -1.130 0.381 0.549
C -1.998 1.021 0.007
C 1.309 0.071 0.190
C 2.415 0.541 0.193
H -0.921 -1.944 0.730
H -0.214 -0.194 -1.133
H -2.618 1.415 -0.761
H 3.402 0.943 0.200

Arrangement c

Below is one molecule with the formula C5H4O, with properties calculated with ωB97M-V/def2-TZVPD.

Calculated values
highest occupied orbital energy = -9.4 eV
molecular weight = 80.086 Da
LUMO = 0.3939 eV
SMILES = C#CC#CCO
Kohn-Sham gap = 9.810 eV

Element x y z (Å)
O 1.266 0.702 -1.983
C 0.095 0.804 -1.225
C -0.565 -0.464 -0.860
C -0.903 -1.195 0.050
C -0.786 -1.248 1.431
C -0.490 -0.891 2.546
H 1.850 0.083 -1.523
H -0.572 1.512 -1.718
H 0.300 1.194 -0.209
H -0.196 -0.497 3.491

Verdict on stability: arrangement b comes out at the bottom.

Arrangement a

Below is one molecule with the formula C4H5BrO, with properties calculated with ωB97M-V/def2-TZVPD.

Calculated values
highest occupied orbital energy = -9.0 eV
molecular weight = 148.987 Da
LUMO = 0.8962 eV
SMILES = C[C@H]1O/C1=C\Br
Kohn-Sham gap = 9.861 eV

Element x y z (Å)
C 1.785 -0.341 0.402
C 2.777 0.500 0.531
C 0.223 -0.738 0.452
C -0.745 -0.196 -0.566
O 1.343 -1.513 0.022
Br 4.544 -0.094 0.012
H 2.827 1.524 0.720
H 0.047 -1.142 1.458
H -0.979 0.738 -0.323
H -1.573 -0.766 -0.657
H -0.493 -0.049 -1.630

Arrangement b

Below is a 2-piece molecular cluster, C4H5BrO overall, with properties calculated with ωB97M-V/def2-TZVPD.

Calculated values
highest occupied orbital energy = -8.8 eV
molecular weight = 148.987 Da
LUMO = 0.4773 eV
Kohn-Sham gap = 9.325 eV

Element x y z (Å)
C -0.304 -2.719 0.559
C 0.164 -1.618 0.389
C 0.838 -0.383 -0.025
C -0.673 1.128 -0.070
O 0.016 2.318 0.086
Br -2.002 0.923 1.327
H -0.542 -3.671 0.568
H 1.604 -0.131 0.705
H 0.935 -0.209 -1.130
H -1.083 0.872 -0.977
H -0.325 3.242 -0.216

Verdict on stability: arrangement b comes out at the bottom.

Arrangement a

Below is a 2-piece molecular cluster, C6H17N3 overall, with properties calculated with ωB97M-V/def2-TZVPD.

Calculated values
highest occupied orbital energy = -8.6 eV
molecular weight = 131.223 Da
LUMO = 1.1692 eV
SMILES = [H]/N=N\C(C)C.CC(C)N
Kohn-Sham gap = 9.786 eV

Element x y z (Å)
C -1.899 0.713 0.342
C -3.141 0.484 1.211
C -1.975 -0.136 -0.922
N 1.136 -1.374 -0.439
N 1.258 -2.525 -0.767
H -1.865 1.777 0.063
H 2.148 -2.786 -1.269
H -3.108 1.111 2.102
H -1.057 -0.044 -1.489
H -3.193 -0.558 1.523
H -4.046 0.723 0.656
H -2.811 0.176 -1.541
H -2.104 -1.184 -0.662
C 2.189 -0.396 -0.622
C 2.764 -0.130 0.769
C 1.583 0.888 -1.186
N -0.657 0.424 1.048
H 2.989 -0.795 -1.284
H -0.698 0.803 1.992
H -0.519 -0.581 1.104
H 3.179 -1.040 1.206
H 1.256 0.741 -2.214
H 1.966 0.244 1.406
H 3.548 0.617 0.703
H 2.326 1.683 -1.163
H 0.729 1.166 -0.566

Arrangement b

Below is a 2-piece molecular cluster, C6H17N3 overall, with properties calculated with ωB97M-V/def2-TZVPD.

Calculated values
highest occupied orbital energy = -7.6 eV
molecular weight = 131.223 Da
LUMO = 0.9028 eV
SMILES = [H]/N=C(/C)[C@@H](C)N.CNC
Kohn-Sham gap = 8.527 eV

Element x y z (Å)
C -0.973 -1.184 0.441
C -1.201 -1.982 1.710
N -2.074 -0.240 0.224
H -2.671 -0.059 1.031
H -2.679 -0.503 -0.550
H -0.895 -1.893 -0.397
H -0.532 0.361 -1.374
H -2.045 -2.678 1.606
H -0.314 -2.552 2.003
H -1.436 -1.321 2.551
C 1.290 0.256 -2.383
C 0.540 2.318 -1.197
C 0.578 0.638 1.780
N 0.345 0.904 -1.485
C 0.642 -0.282 0.586
N 1.723 -0.982 0.493
H 1.694 -1.661 -0.269
H 2.284 0.706 -2.364
H 1.364 -0.784 -2.065
H -0.218 2.913 -1.711
H 0.891 0.189 -3.397
H 1.543 2.694 -1.410
H 0.377 2.474 -0.132
H 1.220 0.265 2.579
H -0.426 0.769 2.184
H 0.972 1.630 1.546

Verdict on stability: arrangement b comes out at the bottom.

Arrangement a

Below is C4H9N3 as an isolated structure, with properties calculated with ωB97M-V/def2-TZVPD.

Calculated values
highest occupied orbital energy = -8.3 eV
molecular weight = 99.137 Da
LUMO = 0.6649 eV
Kohn-Sham gap = 8.979 eV

Element x y z (Å)
C 1.665 -0.813 0.598
C 0.815 1.482 0.295
N 0.626 0.058 0.070
C -0.801 -0.432 0.358
C -1.891 -0.226 -0.952
N -1.981 0.330 0.222
N -2.390 -0.744 -1.982
H -3.380 -0.517 -2.072
H -0.804 -1.105 1.214
H -0.261 -0.459 -0.959
H 1.779 1.780 -0.118
H 1.703 -0.762 1.694
H 1.459 -1.843 0.308
H 2.631 -0.517 0.189
H 0.036 2.036 -0.225
H 0.793 1.732 1.362

Arrangement b

Below is C4H9N3 as an isolated structure, with properties calculated with ωB97M-V/def2-TZVPD.

Calculated values
highest occupied orbital energy = -9.2 eV
molecular weight = 99.137 Da
LUMO = 0.6837 eV
Kohn-Sham gap = 9.857 eV

Element x y z (Å)
C 1.701 0.275 -0.288
C -1.283 0.614 -0.960
C 0.739 -2.117 -0.070
C -0.674 0.366 0.430
N 2.635 0.913 -0.506
N -0.438 1.651 1.075
N 0.638 -0.268 0.328
H -0.560 0.243 -1.690
H -1.252 1.653 -1.065
H -2.303 0.321 -1.210
H 0.840 -2.163 -1.222
H 1.542 -2.343 0.607
H -0.273 -2.386 0.275
H -1.292 -0.338 1.107
H -0.566 1.638 2.070
H 0.546 1.940 1.120

Arrangement c

Below is C4H9N3 as an isolated structure, with properties calculated with ωB97M-V/def2-TZVPD.

Calculated values
highest occupied orbital energy = -9.0 eV
molecular weight = 99.137 Da
LUMO = 0.7404 eV
Kohn-Sham gap = 9.785 eV

Element x y z (Å)
C -1.166 0.568 -0.531
C -0.229 0.043 0.474
C 0.891 -0.884 0.031
C 1.786 -0.184 1.036
H -1.086 -1.369 -1.567
H -2.189 -0.158 -2.229
H -2.542 1.955 -1.238
H -0.570 -0.725 1.299
H 1.227 -0.715 -0.993
H 0.943 -2.187 0.235
H 2.807 0.288 0.505
H 1.831 -0.533 1.825
H 0.537 1.422 1.987
N -1.368 -0.232 -1.607
N -1.685 1.724 -0.249
N 0.814 0.987 1.022

Arrangement d

Below is one molecule with the formula C4H9N3, with properties calculated with ωB97M-V/def2-TZVPD.

Calculated values
highest occupied orbital energy = -8.5 eV
molecular weight = 99.137 Da
LUMO = 0.8704 eV
SMILES = [H]/N=C/N=C/N(C)C
Kohn-Sham gap = 9.410 eV

Element x y z (Å)
C 1.787 1.174 -0.051
C 1.531 -1.250 0.177
C -0.433 0.172 -0.114
C -2.605 -0.427 -0.143
H 2.333 1.261 0.909
H 1.219 2.098 -0.240
H 2.533 1.067 -0.859
H 0.783 -2.025 0.186
H 2.245 -1.446 -0.624
H 2.082 -1.278 1.139
H -0.755 1.211 -0.220
H -3.248 -1.212 -0.536
H -4.050 0.734 0.189
N 0.907 0.033 -0.011
N -1.276 -0.797 -0.112
N -3.054 0.686 0.309

Verdict on stability: arrangement a comes out at the bottom.